Entry 1:
{"formula": "C3H4O3", "method": "ωB97M-V/def2-TZVPD", "symbols": ["O", "C", "C", "O", "C", "O", "H", "H", "H", "H"], "positions_angstrom": [[-0.411, -1.088, -2.089], [-0.979, -1.101, -1.036], [0.250, 1.544, 0.994], [1.125, 0.676, 0.579], [0.923, -0.553, 0.227], [-0.402, -0.925, 0.183], [-2.054, -1.266, -0.890], [0.660, 2.483, 1.333], [-0.781, 1.241, 1.098], [1.670, -1.013, -0.399]], "nbo_charge": [-0.5539, 0.6462, -0.1494, -0.3589, 0.3002, -0.5309, 0.1264, 0.1764, 0.1667, 0.1771], "homo_lumo_gap_ev": [8.46, 8.47], "lumo_energy_ha": [0.024, 0.024], "molar_mass_da": 88.06, "e_homo_ha": [-0.28677, -0.28760]}

***

Entry 2:
{"formula": "C40H68F4O8S8", "method": "ωB97M-V/def2-TZVPD", "symbols": ["F", "C", "C", "C", "C", "C", "C", "H", "H", "H", "H", "H", "F", "C", "C", "C", "C", "C", "C", "H", "H", "H", "H", "H", "F", "C", "C", "C", "C", "C", "C", "H", "H", "H", "H", "H", "F", "C", "C", "C", "C", "C", "C", "H", "H", "H", "H", "H", "C", "S", "O", "C", "H", "H", "H", "H", "H", "H", "C", "S", "O", "C", "H", "H", "H", "H", "H", "H", "C", "S", "O", "C", "H", "H", "H", "H", "H", "H", "C", "S", "O", "C", "H", "H", "H", "H", "H", "H", "C", "S", "O", "C", "H", "H", "H", "H", "H", "H", "C", "S", "O", "C", "H", "H", "H", "H", "H", "H", "C", "S", "O", "C", "H", "H", "H", "H", "H", "H", "C", "S", "O", "C", "H", "H", "H", "H", "H", "H"], "positions_angstrom": [[10.253, 15.169, 9.280], [11.026, 16.319, 9.287], [11.149, 17.029, 10.445], [11.839, 18.215, 10.413], [12.459, 18.614, 9.241], [12.364, 17.837, 8.081], [11.526, 16.706, 8.073], [10.728, 16.641, 11.361], [11.938, 18.808, 11.319], [13.086, 19.491, 9.150], [12.889, 18.096, 7.184], [11.368, 16.140, 7.169], [15.311, 7.813, 16.309], [14.635, 8.969, 16.060], [14.638, 9.914, 17.036], [13.948, 11.102, 16.798], [13.342, 11.291, 15.558], [13.324, 10.293, 14.615], [13.971, 9.087, 14.836], [15.249, 9.789, 17.923], [13.910, 11.906, 17.531], [12.862, 12.230, 15.374], [12.817, 10.380, 13.661], [14.078, 8.219, 14.197], [12.239, 17.472, 18.387], [13.141, 18.490, 18.078], [14.185, 18.131, 17.241], [15.093, 19.144, 16.870], [14.973, 20.402, 17.440], [13.869, 20.718, 18.198], [12.925, 19.737, 18.535], [14.180, 17.112, 16.890], [15.843, 18.907, 16.116], [15.730, 21.139, 17.228], [13.702, 21.681, 18.634], [12.062, 19.906, 19.167], [14.866, 14.673, 15.318], [13.847, 15.518, 14.989], [14.063, 16.603, 14.164], [12.979, 17.442, 13.917], [11.722, 17.132, 14.482], [11.540, 16.028, 15.311], [12.649, 15.214, 15.597], [15.062, 16.669, 13.758], [13.042, 18.334, 13.297], [10.834, 17.729, 14.301], [10.538, 15.925, 15.713], [12.646, 14.412, 16.327], [17.614, 16.765, 15.582], [18.300, 15.588, 16.818], [19.730, 15.782, 16.854], [17.607, 16.517, 18.234], [17.869, 16.330, 14.614], [18.096, 17.723, 15.779], [16.530, 16.773, 15.716], [18.005, 17.545, 18.160], [17.969, 16.049, 19.150], [16.512, 16.447, 18.185], [8.574, 20.185, 14.695], [9.106, 20.319, 16.468], [8.066, 20.990, 17.234], [9.036, 18.542, 16.824], [8.515, 21.200, 14.294], [7.555, 19.773, 14.670], [9.264, 19.544, 14.135], [7.998, 18.209, 16.700], [9.350, 18.382, 17.867], [9.673, 18.084, 16.078], [7.393, 15.013, 15.201], [7.577, 15.989, 13.597], [8.614, 16.976, 13.944], [8.370, 14.583, 12.763], [6.668, 14.199, 15.112], [7.050, 15.755, 15.927], [8.413, 14.672, 15.381], [8.558, 14.787, 11.710], [7.726, 13.692, 12.822], [9.309, 14.380, 13.288], [17.740, 11.486, 18.217], [18.670, 12.018, 16.678], [19.669, 10.978, 16.448], [17.270, 11.701, 15.517], [16.803, 12.031, 18.332], [18.431, 11.586, 19.048], [17.601, 10.423, 17.981], [16.921, 10.667, 15.567], [17.651, 11.933, 14.523], [16.451, 12.382, 15.745], [8.483, 13.107, 19.894], [8.293, 14.934, 19.955], [8.715, 15.238, 21.313], [9.756, 15.244, 18.836], [8.386, 12.639, 18.906], [7.768, 12.672, 20.592], [9.475, 12.900, 20.334], [9.566, 14.891, 17.835], [10.602, 14.723, 19.282], [9.907, 16.322, 18.794], [17.992, 19.629, 12.308], [16.443, 18.672, 12.617], [16.564, 17.405, 11.901], [15.372, 19.783, 11.631], [18.050, 19.663, 11.221], [18.852, 19.072, 12.681], [17.910, 20.640, 12.710], [15.805, 20.797, 11.656], [14.375, 19.809, 12.096], [15.291, 19.440, 10.589], [16.547, 14.455, 10.939], [14.914, 13.562, 10.896], [14.858, 12.933, 12.216], [13.976, 15.147, 10.926], [16.715, 15.152, 10.115], [17.321, 13.674, 10.931], [16.479, 14.934, 11.918], [13.975, 15.563, 9.917], [14.450, 15.813, 11.657], [12.948, 14.885, 11.186], [12.523, 22.505, 11.999], [11.648, 21.775, 13.482], [11.595, 20.325, 13.174], [12.972, 21.758, 14.710], [12.650, 23.594, 12.070], [11.872, 22.268, 11.152], [13.471, 21.971, 11.997], [13.749, 21.134, 14.281], [12.501, 21.249, 15.558], [13.285, 22.738, 15.067]], "lowdin_charge": [0.0190, -0.2791, -0.0300, -0.0713, -0.0916, -0.0667, -0.0097, 0.1150, 0.0769, 0.0926, 0.0976, 0.1180, 0.0426, -0.2924, -0.0455, -0.0797, -0.0959, -0.0763, 0.0025, 0.1114, 0.1063, 0.0799, 0.1107, 0.1212, 0.0144, -0.2503, 0.0010, -0.0633, -0.1050, -0.0788, -0.0147, 0.0952, 0.0842, 0.1035, 0.1042, 0.1277, 0.0362, -0.2978, -0.0478, -0.0428, -0.0754, -0.0643, -0.0123, 0.0675, 0.0682, 0.0670, 0.0771, 0.1113, -0.2571, 0.7609, -0.5270, -0.2460, 0.0491, 0.0547, 0.0142, 0.0605, 0.0474, 0.0407, -0.2481, 0.7784, -0.5435, -0.2557, 0.0398, 0.0567, 0.0187, 0.0585, 0.0450, 0.0056, -0.2218, 0.8470, -0.5700, -0.2629, 0.0532, 0.0408, 0.0297, 0.0375, 0.0609, 0.0534, -0.2319, 0.7816, -0.5482, -0.2352, 0.0399, 0.0387, 0.0398, 0.0468, 0.0478, 0.0321, -0.2665, 0.7960, -0.5459, -0.2415, 0.0516, 0.0420, 0.0558, 0.0229, 0.0549, 0.0168, -0.2313, 0.7912, -0.5396, -0.2399, 0.0515, 0.0530, 0.0521, 0.0503, 0.0126, 0.0634, -0.2444, 0.8126, -0.5652, -0.2503, 0.0526, 0.0482, 0.0213, 0.0514, 0.0205, 0.0447, -0.2110, 0.8302, -0.5747, -0.2425, 0.0552, 0.0510, 0.0156, 0.0419, 0.0389, 0.0619], "homo_lumo_gap_ev": 8.10, "lumo_energy_ha": -0.007, "molar_mass_da": 1009.50, "e_homo_ha": -0.30441}

***

Entry 3:
{"formula": "C40H30FeN2", "method": "ωB97M-V/def2-TZVPD", "symbols": ["Fe", "C", "C", "N", "C", "C", "C", "C", "C", "C", "C", "C", "C", "N", "C", "H", "H", "H", "H", "H", "H", "H", "H", "C", "C", "C", "C", "C", "C", "C", "C", "C", "C", "C", "C", "C", "C", "H", "H", "H", "H", "H", "H", "H", "H", "H", "H", "H", "C", "C", "C", "C", "C", "C", "C", "C", "C", "C", "C", "C", "C", "C", "H", "H", "H", "H", "H", "H", "H", "H", "H", "H", "H"], "positions_angstrom": [[0.011, -0.449, 0.130], [-1.834, 3.473, -0.298], [-0.851, 2.501, -0.278], [-0.931, 1.396, 0.456], [-2.004, 1.235, 1.273], [-3.048, 2.193, 1.332], [-2.951, 3.322, 0.511], [-4.110, 1.997, 2.263], [-4.121, 0.933, 3.104], [-3.095, -0.052, 3.061], [-3.068, -1.172, 3.899], [-2.055, -2.100, 3.749], [-1.090, -1.895, 2.766], [-1.072, -0.844, 1.971], [-2.051, 0.087, 2.106], [-1.707, 4.350, -0.910], [0.061, 2.619, -0.845], [-3.721, 4.076, 0.536], [-4.902, 2.730, 2.291], [-4.912, 0.814, 3.831], [-3.826, -1.293, 4.659], [-2.003, -2.975, 4.375], [-0.288, -2.606, 2.623], [4.756, 4.185, 2.715], [3.560, 4.310, 3.403], [2.547, 3.397, 3.190], [2.729, 2.331, 2.306], [3.937, 2.217, 1.614], [4.942, 3.139, 1.821], [1.627, 1.396, 2.126], [1.605, 0.326, 1.366], [2.182, -0.643, 0.572], [2.622, -1.898, 1.088], [3.089, -2.872, 0.240], [3.131, -2.665, -1.138], [2.706, -1.449, -1.672], [2.219, -0.453, -0.848], [5.543, 4.906, 2.871], [3.416, 5.120, 4.103], [1.608, 3.493, 3.715], [4.079, 1.401, 0.922], [5.876, 3.050, 1.286], [0.722, 1.677, 2.652], [2.600, -2.056, 2.155], [3.423, -3.812, 0.646], [3.510, -3.437, -1.790], [2.755, -1.278, -2.739], [2.028, 0.540, -1.245], [0.138, -1.144, -6.747], [0.694, 0.049, -6.311], [0.447, 0.501, -5.031], [-0.341, -0.251, -4.157], [-0.909, -1.445, -4.604], [-0.670, -1.881, -5.893], [-0.480, 0.207, -2.781], [-0.861, -0.501, -1.737], [-1.398, -1.635, -1.139], [-2.779, -1.750, -0.815], [-3.217, -2.783, -0.019], [-2.325, -3.724, 0.486], [-0.978, -3.672, 0.131], [-0.507, -2.650, -0.668], [0.327, -1.491, -7.751], [1.324, 0.626, -6.970], [0.876, 1.432, -4.686], [-1.541, -2.010, -3.935], [-1.112, -2.804, -6.238], [-0.115, 1.216, -2.615], [-3.464, -1.023, -1.223], [-4.267, -2.867, 0.222], [-2.686, -4.520, 1.117], [-0.299, -4.439, 0.474], [0.498, -2.702, -1.075]], "lowdin_charge": [0.5079, -0.0093, -0.0877, 0.0761, -0.1232, -0.1282, 0.0289, -0.0026, -0.0032, -0.1305, 0.0226, -0.0137, -0.0965, 0.1078, -0.1243, 0.1168, 0.1221, 0.1262, 0.1232, 0.1237, 0.1269, 0.1164, 0.1206, -0.0772, -0.0763, -0.0415, -0.2195, -0.0232, -0.0722, -0.0492, -0.0559, -0.3079, -0.0126, -0.0709, -0.0683, -0.0662, -0.0722, 0.1048, 0.1069, 0.1092, 0.1104, 0.1068, 0.1048, 0.1209, 0.1118, 0.1105, 0.1184, 0.1242, -0.0770, -0.0769, -0.0430, -0.2235, -0.0232, -0.0720, -0.0559, -0.0796, -0.2822, -0.0092, -0.0625, -0.0769, -0.0752, -0.0598, 0.1057, 0.1056, 0.1099, 0.1125, 0.1065, 0.0912, 0.1241, 0.1138, 0.1103, 0.1171, 0.1048], "spin_multiplicity": 2, "homo_lumo_gap_ev": [6.55, 6.68], "lumo_energy_ha": [-0.121, -0.128], "total_charge": 1, "molar_mass_da": 594.54, "e_homo_ha": [-0.36211, -0.37361]}

***

Entry 4:
{"formula": "C4H12NO2S2", "method": "ωB97M-V/def2-TZVPD", "symbols": ["N", "C", "C", "O", "C", "S", "S", "C", "H", "H", "H", "H", "H", "H", "H", "H", "H", "H", "H", "H", "O"], "positions_angstrom": [[0.545, 0.286, -2.073], [1.559, 0.026, -0.946], [2.037, 1.384, -0.355], [3.051, 1.307, 0.338], [1.015, -0.774, 0.232], [-0.387, -1.861, 0.055], [-1.944, -0.640, -0.271], [-3.173, -0.160, 0.927], [0.836, 1.238, -2.487], [-0.375, 0.499, -1.652], [0.535, -0.427, -2.808], [2.386, -0.436, -1.479], [1.352, 2.228, -0.280], [1.827, -1.423, 0.561], [0.902, -0.192, 1.151], [-2.859, 0.252, 1.877], [-3.724, 0.646, 0.464], [-3.771, -1.053, 1.090], [-0.582, 2.704, 2.057], [0.978, 2.693, 2.052], [0.189, 2.298, 1.661]], "nbo_charge": [-0.7744, -0.1546, 0.0665, -0.6951, -0.6093, 0.1434, 0.0066, -0.7545, 0.3234, 0.4368, 0.4259, 0.2163, 0.1316, 0.2624, 0.2679, 0.2290, 0.2443, 0.2274, 0.4686, 0.4898, -0.9519], "spin_multiplicity": 2, "homo_lumo_gap_ev": [4.24, 8.18], "lumo_energy_ha": [0.012, 0.008], "molar_mass_da": 170.28, "e_homo_ha": [-0.14368, -0.29249]}